1.
Here is one molecule with the formula C9H8N4 from the OMol25 dataset. Energies are from the ωB97M-V functional and the def2-TZVPD basis.

## Properties
Highest occupied orbital energy ... -9.053 eV
Gap between HOMO and LUMO ... 0.3211 hartree
Molecular weight ... 172.19 g mol⁻¹

Last column: Löwdin charge in e.
Element x y z (Å)
N  -3.55  -1.53  0.31  0.0432
C  -2.60  -0.54  0.09  -0.5024
N  -3.15  0.64  -0.13  0.0894
C  -2.20  1.65  -0.42  -0.1083
C  -0.92  1.49  -0.10  -0.0688
C  -0.39  0.16  -0.02  -0.2269
C  1.01  -0.07  0.13  -0.1358
C  1.69  -1.21  -0.39  -0.0161
C  3.03  -1.24  -0.33  -0.1057
C  3.67  -0.10  0.06  -0.1663
N  3.03  1.02  0.36  0.0646
C  1.75  1.08  0.50  -0.0905
N  -1.26  -0.88  -0.05  0.1727
H  -4.51  -0.95  0.34  0.1417
H  -3.27  -2.11  1.26  0.1611
H  -2.58  2.71  -0.60  0.1329
H  -0.37  2.36  -0.43  0.1059
H  0.98  -1.98  -0.76  0.1228
H  3.55  -2.32  -0.33  0.1602
H  4.78  -0.20  -0.13  0.1245
H  1.30  2.04  0.63  0.1016

2.
Here is C9H8N4NiS3 as an isolated structure from the OMol25 dataset. Energies are from the ωB97M-V functional and the def2-TZVPD basis.

## Properties
Highest occupied orbital energy ... -8.486 eV
Gap between HOMO and LUMO ... 0.2618 hartree
Molecular weight ... 327.08 g mol⁻¹

Last column: Löwdin charge in e.
Element x y z (Å)
Ni  -0.71  0.35  0.10  0.0133
C  0.48  5.02  -1.45  -0.4299
S  1.78  3.78  -1.50  0.8883
C  0.94  2.35  -1.01  -1.0167
S  -0.77  2.34  -0.68  0.6983
N  1.72  1.28  -0.93  -0.0672
N  1.01  0.20  -0.55  -0.1360
C  1.51  -0.98  -0.55  -0.0167
C  0.62  -2.02  -0.05  -0.2219
C  0.95  -3.36  0.01  -0.0043
C  0.00  -4.26  0.49  -0.0411
C  -1.24  -3.80  0.89  -0.0329
C  -1.49  -2.43  0.81  -0.0961
N  -0.60  -1.57  0.35  0.0269
H  0.97  5.96  -1.74  0.0343
H  0.07  5.12  -0.45  0.0331
H  -0.31  4.79  -2.17  0.0287
H  2.52  -1.16  -0.89  0.1368
H  1.92  -3.69  -0.31  0.1200
H  0.24  -5.32  0.55  0.1149
H  -2.00  -4.46  1.27  0.1118
H  -2.43  -2.01  1.14  0.0755
S  -2.67  0.69  1.20  0.5700
C  -1.65  1.37  2.37  -0.8424
N  -0.87  1.82  3.10  0.0533